Molecular formula: C3H11NS
Method: DFT, ωB97M-V/def2-TZVPD

The geometry in XYZ format:
```
16
Properties=species:S:1:pos:R:3:nbo_charge:R:1
C 0.36914 -0.92948 -1.24779 -0.776
S -1.12320 -0.15060 -1.97321 0.187
C -2.12273 -0.02039 -0.44596 -0.759
H 0.16476 -1.99799 -1.07776 0.216
H 0.79419 -0.46723 -0.36250 0.221
H 1.07823 -1.30130 -2.01696 0.241
H -2.80309 0.82212 -0.63071 0.225
H -2.76957 -0.79067 -0.01804 0.217
H -1.45957 0.43974 0.27740 0.225
C 2.55128 0.60200 2.31874 -0.427
N 1.12708 0.72570 2.73218 -0.833
H 2.59582 -0.45459 2.05968 0.194
H 3.15704 1.14152 3.05707 0.194
H 2.78600 1.12800 1.39731 0.181
H 0.80141 -0.21162 2.93582 0.345
H 1.06249 1.14929 3.65550 0.349
```

* SMILES string: CSC.CN
* energy: -15613.2235 eV
* total charge: 0
* HOMO: -0.3114 Ha
* relative energy (zero: lowest compared OMol25 entry of this formula, charge and spin): 35.2 kcal per mole
* Kohn-Sham gap: 0.345 Eh


Molecular formula: C4H7NO2
Method: DFT, ωB97M-V/def2-TZVPD

The geometry in XYZ format:
```
14
Properties=species:S:1:pos:R:3:nbo_charge:R:1
C -2.43681 -0.22771 -0.21029 -0.716
C -1.30174 0.67808 -0.20563 0.359
N -0.56394 1.56002 -0.32112 -0.406
H -2.52081 -0.79177 0.71821 0.268
H -3.30252 0.41933 -0.35265 0.250
H -2.34768 -0.92336 -1.04669 0.256
C 1.11440 -1.01877 0.88116 0.271
O -0.08724 -1.12379 0.82575 -0.549
H 1.63303 -0.42515 1.65313 0.141
H 1.76280 -1.53650 0.15246 0.126
C 2.09986 0.78830 -0.53114 0.250
O 3.18197 0.81456 0.00259 -0.519
H 1.14090 0.99534 -0.01498 0.166
H 1.96058 0.58203 -1.61285 0.104
```

* SMILES string: CC#N.C=O.C=O
* energy: -9843.8534 eV
* total charge: 0
* HOMO: -0.3581 Ha
* relative energy (zero: lowest compared OMol25 entry of this formula, charge and spin): 79.0 kcal per mole
* Kohn-Sham gap: 0.365 Eh